{
  "formula": "C29H54P2RhSi",
  "method": "ωB97M-V/def2-TZVPD",
  "total_energy_ev": -60401.4978,
  "gap_ev": [7.441, 6.627],
  "homo_energy_ev": [-9.809, -10.976],
  "relative_energy_kj_mol": 0.0,
  "spin_multiplicity": 5,
  "total_charge": 1,
  "s2": 6.032,
  "species": ["Rh", "C", "C", "C", "C", "C", "C", "H", "H", "H", "C", "H", "H", "H", "C", "H", "H", "H", "C", "H", "H", "H", "C", "H", "H", "H", "C", "C", "C", "C", "C", "C", "C", "C", "H", "H", "H", "H", "H", "H", "H", "H", "H", "H", "H", "H", "P", "C", "H", "H", "H", "C", "H", "H", "H", "C", "H", "H", "H", "P", "C", "H", "H", "H", "C", "H", "H", "H", "C", "H", "H", "H", "C", "Si", "C", "C", "C", "C", "H", "H", "H", "H", "H", "H", "H", "H", "H"],
  "positions_angstrom": [[-0.3483, -0.0953, -2.9604], [1.0141, -1.6952, -0.8096], [-0.0902, -1.9305, 0.0233], [-0.9410, -1.8928, -2.1272], [0.5468, -1.7998, -2.2000], [-1.2704, -1.9309, -0.7177], [2.4310, -1.6916, -0.4222], [2.7543, -0.7988, 0.1254], [3.0721, -1.7548, -1.3023], [2.6337, -2.5837, 0.1909], [1.2575, -2.3933, -3.3466], [2.3220, -2.1808, -3.2788], [0.8908, -1.9485, -4.2957], [1.1159, -3.4808, -3.4016], [-1.7103, -2.6955, -3.1259], [-1.2849, -3.6923, -3.1819], [-1.6692, -2.2404, -4.1292], [-2.7492, -2.8266, -2.8216], [-2.5857, -2.1939, -0.1338], [-2.5558, -3.0343, 0.5690], [-3.3353, -2.4166, -0.8852], [-2.9314, -1.3195, 0.4357], [-0.0960, -2.3509, 1.4712], [-0.0273, -3.4594, 1.5420], [-1.0801, -2.1472, 1.9226], [1.9003, -1.5226, 1.9167], [1.1816, 3.0318, 0.6469], [1.6820, 1.9979, 1.3959], [1.2898, 1.6600, 2.7821], [-0.1236, 2.1180, 3.2134], [-1.2126, 1.4611, 2.3991], [-1.8754, 1.9621, 1.3362], [-1.4342, 3.0507, 0.3954], [-0.1066, 3.7949, 0.7261], [1.9705, 2.1729, 3.4614], [-0.1609, 3.2140, 3.1273], [1.4153, 0.5858, 2.9810], [-0.1382, 4.3108, 1.7045], [1.7449, 3.2592, -0.2505], [2.5936, 1.5131, 1.0604], [-0.0186, 4.5688, -0.0601], [-1.3120, 2.4847, -0.5547], [-2.9140, 1.6429, 1.1184], [-2.1986, 3.8614, 0.2347], [-0.2077, 1.9227, 4.3014], [-1.5942, 0.4744, 2.7647], [1.9945, 0.8977, -3.2687], [3.2601, -0.1120, -4.2211], [4.0475, 0.5621, -4.5934], [2.7658, -0.5961, -5.0726], [3.7326, -0.8577, -3.5632], [2.0090, 2.3377, -4.4377], [3.0489, 2.6266, -4.6677], [1.5017, 3.1819, -3.9526], [1.4936, 2.0468, -5.3636], [3.3574, 1.5984, -2.1397], [4.1398, 2.0719, -2.7598], [3.8565, 0.8126, -1.5541], [2.9852, 2.3662, -1.4524], [-2.4290, 0.5582, -3.1044], [-3.9404, -0.3147, -2.4236], [-4.8665, 0.1357, -2.8083], [-3.9870, -0.2180, -1.3352], [-4.0021, -1.3735, -2.6807], [-3.0550, 2.1933, -2.5460], [-4.0690, 2.3978, -2.9153], [-2.4162, 3.0049, -2.8898], [-3.1149, 2.2356, -1.4546], [-2.9718, 0.5242, -4.8589], [-3.9773, 0.9423, -4.9982], [-2.9827, -0.5095, -5.2206], [-2.2537, 1.1162, -5.4306], [2.1023, -2.2516, 6.3884], [0.6527, -1.4154, 5.5566], [-0.9130, -2.1450, 6.2809], [0.7404, 0.4007, 6.0280], [0.7246, -1.6411, 3.7123], [0.9603, -1.7936, 2.4290], [2.1569, -1.9206, 7.4346], [3.0440, -1.9904, 5.8901], [1.9897, -3.3427, 6.3717], [-1.0007, -1.8506, 7.3353], [-1.8106, -1.7952, 5.7582], [-0.9080, -3.2415, 6.2425], [1.4272, 0.9705, 5.3896], [-0.2440, 0.8825, 5.9958], [1.1066, 0.4945, 7.0595]]
}



{
  "formula": "C22H29N7SSc",
  "method": "ωB97M-V/def2-TZVPD",
  "total_energy_ev": -65231.9631,
  "gap_ev": 7.983,
  "homo_energy_ev": -17.040,
  "relative_energy_kj_mol": 25.9,
  "total_charge": 3,
  "species": ["Sc", "C", "C", "N", "C", "C", "S", "C", "C", "N", "H", "H", "H", "H", "H", "H", "H", "H", "H", "H", "H", "H", "H", "H", "C", "N", "C", "C", "N", "C", "C", "C", "C", "C", "C", "N", "C", "N", "C", "C", "C", "C", "C", "C", "N", "H", "H", "H", "H", "H", "H", "H", "H", "H", "H", "H", "H", "H", "H", "H"],
  "positions_angstrom": [[-0.4522, 0.2031, -0.1622], [-2.9092, 1.7610, 1.2576], [-2.2129, 0.9127, 2.3078], [-0.7549, 0.7599, 2.0357], [0.1096, 1.8736, 2.5236], [0.0145, 3.1579, 1.7142], [0.1210, 2.8926, -0.0951], [-1.4621, 3.5486, -0.7226], [-2.4947, 2.4842, -1.0873], [-2.5207, 1.3449, -0.1253], [-2.6606, 2.8089, 1.3839], [-3.9880, 1.6827, 1.3854], [-2.6417, -0.0907, 2.3243], [-2.3733, 1.3453, 3.2964], [-0.4641, -0.0530, 2.5787], [1.1368, 1.5074, 2.5025], [-0.1223, 2.1005, 3.5661], [0.8495, 3.8020, 1.9816], [-0.8939, 3.7195, 1.9166], [-1.2187, 4.1306, -1.6096], [-1.8257, 4.2567, 0.0189], [-2.2727, 2.0749, -2.0741], [-3.4775, 2.9551, -1.1489], [-3.2554, 0.7249, -0.4571], [-0.6871, -1.1980, -3.1642], [-1.5115, -1.2472, -1.9233], [-1.6923, -2.6139, -1.3605], [-0.9642, -2.7823, -0.0647], [-0.2428, -1.8295, 0.5153], [0.2847, -2.4008, 1.6939], [1.1721, -1.8897, 2.6403], [1.5042, -2.7094, 3.7017], [0.9869, -4.0107, 3.8126], [0.1363, -4.5361, 2.8600], [-0.1956, -3.6980, 1.8034], [-0.9867, -3.8950, 0.6641], [0.5974, -0.4709, -2.9309], [0.9219, 0.0792, -1.7657], [2.2112, 0.6382, -1.9401], [3.0595, 1.2823, -1.0440], [4.2845, 1.6985, -1.5229], [4.6635, 1.4778, -2.8577], [3.8351, 0.8271, -3.7486], [2.6069, 0.4128, -3.2504], [1.5441, -0.2827, -3.8431], [-1.2488, -0.6997, -3.9541], [-0.4762, -2.2050, -3.5236], [-2.4358, -0.9340, -2.1925], [-1.3538, -3.3724, -2.0672], [-2.7544, -2.8022, -1.1975], [1.6379, -0.9164, 2.5270], [2.1996, -2.3549, 4.4524], [1.2841, -4.6247, 4.6526], [-0.2352, -5.5510, 2.9288], [-1.4395, -4.7618, 0.4089], [2.7896, 1.4371, -0.0056], [4.9770, 2.1983, -0.8581], [5.6345, 1.8189, -3.1924], [4.1346, 0.6425, -4.7725], [1.5274, -0.6299, -4.7923]]
}



{
  "formula": "H3PS2",
  "method": "ωB97M-V/def2-TZVPD",
  "total_energy_ev": -31005.4944,
  "gap_ev": [7.290, 6.960],
  "homo_energy_ev": [-9.136, -8.998],
  "relative_energy_kj_mol": 249.1,
  "species": ["P", "S", "S", "H", "H", "H"],
  "positions_angstrom": [[1.3498, -2.4953, 0.0275], [0.8564, 0.9510, 0.1311], [2.0685, -0.5608, 0.2735], [-0.0335, -2.4110, 0.4754], [-1.7535, 2.1775, -0.2873], [-2.4876, 2.3386, -0.6202]]
}



{
  "formula": "C29H38MoN5O3Si",
  "method": "ωB97M-V/def2-TZVPD",
  "total_energy_ev": -54013.3541,
  "gap_ev": [7.727, 8.260],
  "homo_energy_ev": [-10.922, -11.014],
  "relative_energy_kj_mol": 116.8,
  "spin_multiplicity": 3,
  "total_charge": 1,
  "s2": 2.016,
  "species": ["Mo", "C", "C", "O", "C", "C", "C", "N", "N", "C", "O", "C", "C", "C", "C", "C", "C", "H", "H", "H", "H", "H", "H", "H", "H", "H", "H", "H", "H", "N", "C", "C", "N", "H", "H", "H", "H", "H", "H", "H", "H", "C", "Si", "C", "C", "N", "C", "C", "C", "C", "C", "C", "O", "C", "C", "C", "C", "C", "C", "H", "H", "H", "H", "H", "H", "H", "H", "H", "H", "H", "H", "H", "H", "H", "H", "H", "H"],
  "positions_angstrom": [[-0.1582, 0.4297, -0.1522], [3.6838, 0.6760, 0.4495], [2.5518, 1.6414, 0.5480], [1.4945, 1.3505, -0.2719], [2.4885, 2.7316, 1.3064], [1.2308, 3.5141, 1.2479], [1.0868, 4.5557, 0.1813], [0.2234, 3.2481, 1.9852], [0.4258, 2.3708, 3.0334], [0.1342, 1.1418, 2.8990], [-0.3429, 0.5471, 1.7943], [0.2809, 0.2570, 4.0864], [1.4516, 0.2996, 4.8345], [1.5947, -0.5144, 5.9483], [0.5635, -1.3619, 6.3281], [-0.6144, -1.3925, 5.5940], [-0.7528, -0.5892, 4.4732], [3.3690, -0.2995, 0.8290], [4.5383, 1.0157, 1.0307], [3.9834, 0.5484, -0.5916], [3.3009, 3.0132, 1.9623], [1.8271, 5.3445, 0.3262], [0.0962, 5.0095, 0.2067], [1.2835, 4.1135, -0.7990], [2.2405, 0.9781, 4.5380], [2.5099, -0.4827, 6.5245], [0.6722, -1.9914, 7.2012], [-1.4277, -2.0363, 5.9027], [-1.6805, -0.5949, 3.9142], [-2.3488, -0.3139, -0.0660], [-3.3483, 0.7474, -0.3206], [-2.8352, 2.0120, 0.3309], [-1.4791, 2.2789, -0.1899], [-2.5137, -1.1208, -0.6586], [-2.4304, -0.6399, 0.8951], [-4.3316, 0.4765, 0.0657], [-3.4311, 0.8825, -1.4009], [-2.7460, 1.8743, 1.4095], [-3.5071, 2.8518, 0.1524], [-1.0031, 2.9228, 0.4550], [-1.5391, 2.7147, -1.1064], [-1.0974, -2.7440, 1.5782], [0.1744, -2.9326, 0.2344], [1.7976, -3.3838, 1.0596], [-0.4049, -4.2212, -0.9846], [0.3699, -1.3858, -0.6500], [1.0928, -1.4187, -1.8717], [2.0570, -2.3643, -2.2224], [2.6896, -2.2991, -3.4552], [2.3878, -1.2963, -4.3663], [1.4496, -0.3304, -4.0348], [0.8400, -0.4172, -2.8043], [-0.0840, 0.5541, -2.3648], [-1.1605, 0.8437, -3.2200], [-1.3701, 2.1630, -3.5718], [-2.4759, 2.4723, -4.3551], [-3.3332, 1.4668, -4.7796], [-3.0860, 0.1447, -4.4312], [-1.9910, -0.1780, -3.6422], [-0.9958, -3.6336, 2.2076], [-2.1386, -2.7282, 1.2505], [-0.8851, -1.8835, 2.2127], [1.6384, -3.6014, 2.1171], [2.5214, -2.5695, 0.9989], [2.2532, -4.2685, 0.6097], [-0.4923, -5.1875, -0.4816], [0.2710, -4.3474, -1.8297], [-1.3935, -3.9726, -1.3795], [2.3254, -3.1524, -1.5330], [3.4330, -3.0444, -3.7039], [2.8884, -1.2567, -5.3233], [1.1980, 0.4749, -4.7128], [-0.6632, 2.9214, -3.2550], [-2.6561, 3.4985, -4.6457], [-4.1880, 1.7112, -5.3950], [-3.7453, -0.6395, -4.7783], [-1.7677, -1.2040, -3.3737]]
}



{
  "formula": "CH14O5",
  "method": "ωB97M-V/def2-TZVPD",
  "total_energy_ev": -11501.6848,
  "smiles": "C.O.O.O.O.O",
  "gap_ev": 11.480,
  "homo_energy_ev": -11.094,
  "relative_energy_kj_mol": 68.8,
  "species": ["C", "H", "H", "H", "H", "O", "H", "H", "O", "H", "H", "O", "H", "H", "O", "H", "H", "O", "H", "H"],
  "positions_angstrom": [[-2.1128, 0.1215, 1.3147], [-2.8450, 0.5061, 1.9602], [-1.2051, -0.1454, 1.8868], [-1.8854, 0.8883, 0.6155], [-2.4955, -0.7712, 0.7689], [-0.9567, -1.0078, -2.5259], [-0.4999, -0.3024, -2.0207], [-1.0504, -0.6290, -3.4100], [1.5783, 2.3866, 1.2668], [2.1385, 3.0581, 1.6464], [1.7653, 1.5825, 1.8197], [0.9785, -3.5606, -1.5811], [0.9093, -2.6579, -1.8804], [0.7452, -3.9823, -2.4326], [1.6469, -0.1650, 2.1115], [0.7999, -0.6282, 2.0316], [1.9896, -0.1914, 1.1946], [0.0399, 1.4084, -1.0133], [0.6566, 1.7902, -0.3677], [-0.1971, 2.2996, -1.3851]]
}



Please write out number 3 again, unchanged.
{
  "formula": "H3PS2",
  "method": "ωB97M-V/def2-TZVPD",
  "total_energy_ev": -31005.4944,
  "gap_ev": [7.290, 6.960],
  "homo_energy_ev": [-9.136, -8.998],
  "relative_energy_kj_mol": 249.1,
  "species": ["P", "S", "S", "H", "H", "H"],
  "positions_angstrom": [[1.3498, -2.4953, 0.0275], [0.8564, 0.9510, 0.1311], [2.0685, -0.5608, 0.2735], [-0.0335, -2.4110, 0.4754], [-1.7535, 2.1775, -0.2873], [-2.4876, 2.3386, -0.6202]]
}